Formula: C12H44B2O10PtS
Source: the OMol25 dataset
Level of theory: wB97M-V/def2-TZVPD

```
70
Properties=species:S:1:pos:R:3:forces:R:3
Pt -13.817440 3.764600 -4.171600 -1.368 1.201 -0.150
B -13.502940 1.514040 -3.984670 0.202 -0.126 0.308
H -14.295710 1.826490 -3.322760 -3.038 0.164 2.440
H -13.772260 1.803810 -4.988530 -0.847 0.162 -3.973
H -12.651260 2.102080 -3.679550 4.063 1.328 1.301
H -13.380280 0.445480 -3.898840 0.921 -3.715 0.473
B -16.044870 3.539150 -4.933050 0.078 -0.157 0.478
H -16.063330 2.871050 -4.085970 -0.274 -2.393 3.027
H -15.246960 3.306420 -5.621100 2.975 -1.238 -3.624
H -17.028160 3.479350 -5.373300 -3.369 -0.172 -2.164
H -15.868320 4.542360 -4.577180 0.322 4.434 1.456
S -15.385750 4.272120 -1.113430 -5.767 -1.687 3.780
O -16.653570 3.599980 -1.302640 -2.181 0.356 -1.625
O -15.606760 5.679000 -0.762750 1.422 0.459 0.208
O -14.858450 3.389020 -0.056710 3.382 1.018 1.087
O -14.642410 4.197170 -2.345300 3.650 0.744 -2.716
C -9.176980 -1.407790 -3.311830 0.391 -0.508 0.952
C -10.301510 -0.428000 -3.090980 0.192 0.947 -0.598
O -10.948020 -0.251510 -4.324670 0.062 -0.692 -0.582
H -8.594530 -1.561170 -2.403350 0.161 0.377 0.256
H -8.497870 -1.008400 -4.065090 -0.110 -0.127 -0.143
H -9.459520 -2.433420 -3.549240 -0.474 0.171 -0.488
H -9.871040 0.548020 -2.866990 0.441 0.154 0.534
H -11.026170 -0.586590 -2.292350 0.107 -0.740 0.130
H -11.775060 0.198210 -4.136650 -0.574 0.424 -0.197
C -10.606100 4.876530 -1.475440 0.454 -0.655 0.986
C -11.593170 5.343750 -2.489150 0.568 1.128 0.882
O -11.731100 4.349210 -3.465930 -0.253 -0.292 -0.278
H -9.727140 4.451760 -1.960320 0.313 0.103 -0.079
H -11.032260 4.078180 -0.867900 -0.140 -0.064 0.006
H -10.288680 5.637480 -0.762490 -0.019 0.242 -0.171
H -11.206840 6.232430 -2.988250 -0.214 0.452 0.025
H -12.528540 5.563410 -1.974450 -0.327 -0.222 -0.585
H -10.873530 4.262940 -3.888690 -0.047 -0.384 -0.108
C -10.721850 1.070090 0.383020 -0.991 0.494 0.143
C -12.092220 1.629090 -0.096370 0.147 0.593 0.712
O -12.492970 2.637320 0.790740 2.325 0.102 1.635
H -10.001840 1.866470 0.571320 -0.051 0.265 -0.209
H -10.262670 0.352020 -0.296410 -0.195 -0.144 0.041
H -10.930390 0.639720 1.362500 0.228 -0.367 0.009
H -12.886920 0.889310 -0.000020 0.255 -0.559 -0.888
H -12.030720 2.121200 -1.067000 -0.008 -0.725 -0.655
H -13.333930 3.028450 0.542910 -1.685 0.357 -0.849
C -12.942570 4.272890 -8.326080 -0.487 0.712 -0.277
C -12.574140 3.174090 -7.390230 -0.732 0.102 -0.088
O -12.414220 3.725700 -6.088940 0.751 -0.253 -0.480
H -13.025970 3.885560 -9.341520 0.108 0.213 -0.160
H -12.211530 5.076910 -8.241010 0.244 0.024 -0.406
H -13.890070 4.728880 -8.038980 -0.142 -0.177 0.009
H -11.653880 2.725330 -7.764200 0.039 -0.484 0.382
H -13.404540 2.470050 -7.336670 0.313 -0.306 0.155
H -11.516950 4.066600 -6.071720 -0.051 0.220 0.397
C -16.069370 -0.541420 -7.476210 -1.004 -0.309 0.105
C -15.117250 0.110060 -6.523270 -0.886 1.190 0.018
O -15.353970 -0.291140 -5.197600 -0.023 -1.105 -0.889
H -17.116730 -0.347750 -7.244600 -0.039 0.451 0.480
H -16.046430 -1.628770 -7.403780 0.550 -0.170 -0.567
H -15.960660 -0.104590 -8.468910 0.370 -0.518 -0.269
H -15.318480 1.180760 -6.558110 -0.002 0.382 -0.168
H -14.093090 0.022220 -6.885900 0.399 -0.562 0.279
H -14.635600 0.122690 -4.713570 -0.020 0.180 0.605
C -14.517830 -1.460790 -1.517230 -0.197 -1.452 -0.344
C -15.628290 -0.471300 -1.595690 0.088 0.820 -0.129
O -15.172900 0.755070 -1.113520 -0.034 0.049 0.691
H -14.253850 -1.679380 -0.482520 0.321 0.222 -0.001
H -13.668870 -1.165300 -2.133710 0.168 0.223 0.278
H -14.868470 -2.393350 -1.959380 0.014 -0.411 -0.057
H -16.475620 -0.760460 -0.973990 -0.141 -0.104 -0.099
H -15.936350 -0.320760 -2.630350 -0.395 -0.371 -0.200
H -14.467740 0.994010 -1.719540 0.059 0.725 -0.056
```
Forces are in eV/Å.

spin multiplicity	3
lowest unoccupied orbital energy (spin up / spin down)	3.5 / 3.5	eV
total charge	-2
HOMO-LUMO gap (spin up / spin down)	4.15 / 4.13	eV


Formula: C2H5OP
Source: the OMol25 dataset
Level of theory: wB97M-V/def2-TZVPD

```
9
Properties=species:S:1:pos:R:3:forces:R:3
C 1.340694 -0.053407 0.059712 -1.789 -3.126 -1.380
P -0.486040 -0.796270 -1.090703 2.249 0.417 2.752
C -1.459047 0.578448 -0.195434 0.321 -2.677 1.374
O -2.137179 0.303642 0.765142 -0.276 0.403 -0.483
H 2.188703 0.024720 -0.606649 -0.059 0.256 0.131
H 1.437452 -0.776416 0.895210 0.144 0.262 -0.881
H 0.879115 0.782809 0.444787 -0.240 2.265 0.612
H -0.561402 -1.645846 0.121228 -0.519 0.459 -1.335
H -1.202295 1.582318 -0.393296 0.170 1.741 -0.789
```
Forces are in eV/Å.

structure (SMILES)	CPC=O
lowest unoccupied orbital energy	0.2	eV
HOMO-LUMO gap	9.52	eV
relative energy (zero: lowest compared OMol25 entry of this formula, charge and spin)	47.0	kcal/mol


Formula: C2H4Br3ClSi
Source: the OMol25 dataset
Level of theory: wB97M-V/def2-TZVPD

```
11
Properties=species:S:1:pos:R:3:forces:R:3
Cl -0.378869 1.825046 1.255477 -0.464 -0.702 -0.947
C -0.713679 0.543268 -0.031263 -0.645 -0.660 0.035
C 0.535780 -0.298233 -0.226317 1.996 -1.237 -2.013
Si -0.035992 -2.152830 -1.208910 1.233 2.102 0.794
Br 0.838170 -2.243022 -3.247512 -0.246 0.012 0.255
Br 0.593426 -4.008313 -0.139653 -0.010 0.536 -0.113
Br -2.225791 -2.157049 -1.200130 -0.333 -0.229 -0.302
H -1.154914 0.989411 -0.972276 1.009 -0.065 1.098
H -1.524008 -0.159360 0.298898 0.711 1.141 0.381
H 0.965197 -0.774752 0.686577 -0.589 0.800 -0.289
H 1.480266 0.289427 -0.760926 -2.661 -1.698 1.101
```
Forces are in eV/Å.

structure (SMILES)	ClCC[Si](Br)(Br)Br
lowest unoccupied orbital energy	0.0	eV
HOMO-LUMO gap	10.25	eV
relative energy (zero: lowest compared OMol25 entry of this formula, charge and spin)	12.1	kcal/mol


Formula: C3H10N2
Source: the OMol25 dataset
Level of theory: wB97M-V/def2-TZVPD

```
15
Properties=species:S:1:pos:R:3:forces:R:3
H 2.888005 3.658789 0.693071 -0.280 -0.154 0.104
N 1.962499 3.228599 0.651035 0.287 0.064 0.026
C 1.597009 3.153917 -0.565251 0.397 0.202 0.422
N 0.410453 2.620106 -0.933835 -0.312 -0.201 -0.204
H 2.229491 3.520769 -1.373851 -0.231 -0.026 -0.285
H 0.119610 2.616683 -1.891307 0.019 -0.062 -0.007
H -0.171018 2.168654 -0.244755 0.119 0.168 -0.054
C -0.480816 -2.580106 0.075948 0.291 -0.642 -0.353
C -1.766293 -2.635950 0.883896 -0.384 0.376 -0.571
H -0.112544 -3.601443 -0.095492 -0.014 0.175 0.097
H -0.649516 -2.178202 -0.930231 -0.007 0.166 0.268
H 0.335764 -2.035759 0.545749 -0.096 0.168 0.087
H -2.517594 -3.149534 0.276144 -0.026 -0.111 0.270
H -2.178046 -1.642110 1.073989 0.127 0.016 0.074
H -1.667005 -3.144414 1.834890 0.112 -0.139 0.125
```
Forces are in eV/Å.

structure (SMILES)	[H]/N=C/N.CC
lowest unoccupied orbital energy	0.9	eV
HOMO-LUMO gap	10.09	eV
relative energy (zero: lowest compared OMol25 entry of this formula, charge and spin)	7.0	kcal/mol